(i)
{"formula": "C7H10N2", "method": "the ωB97M-V functional and the def2-TZVPD basis", "symbols": ["C", "C", "C", "C", "C", "C", "N", "C", "N", "H", "H", "H", "H", "H", "H", "H", "H", "H", "H"], "positions_angstrom": [[-1.871, -1.062, -0.263], [-1.816, 0.504, 0.452], [-0.487, 1.222, -0.282], [0.988, 1.381, 0.373], [1.430, 0.213, -0.429], [1.772, -1.098, 0.157], [0.386, -1.753, 0.363], [-0.365, -1.063, -0.510], [0.089, 0.053, -1.131], [-2.513, -1.186, -1.088], [-2.261, -1.815, 0.514], [-1.646, 0.294, 1.543], [-2.690, 1.060, 0.331], [-0.718, 2.087, -0.996], [1.421, 2.410, 0.058], [1.058, 1.213, 1.341], [2.376, 0.361, -1.044], [2.368, -1.761, -0.513], [2.480, -1.057, 1.125]], "smiles": "C1C[C@H]2C[C@H]3CN=C1N32", "molar_mass_g_mol": 122.2, "homo_lumo_gap_ev": 9.91}

(ii)
{"formula": "C7H10N2", "method": "the ωB97M-V functional and the def2-TZVPD basis", "symbols": ["C", "C", "C", "C", "C", "C", "C", "N", "N", "H", "H", "H", "H", "H", "H", "H", "H", "H", "H"], "positions_angstrom": [[0.115, -1.498, 0.700], [1.115, -1.022, -0.041], [-1.083, -0.907, 1.098], [0.835, 1.253, 0.272], [-2.363, -1.265, 1.816], [-2.033, 0.058, 1.126], [1.442, 0.319, -1.874], [1.330, 0.204, -0.454], [0.700, 2.407, -0.385], [0.403, -2.519, 1.036], [1.998, -1.613, -0.259], [-3.118, -1.898, 1.363], [-2.444, -1.189, 2.941], [-2.559, 0.830, 0.734], [2.233, 0.992, -2.232], [1.740, -0.630, -2.295], [0.553, 0.800, -2.298], [0.402, 3.221, 0.182], [0.735, 2.458, -1.431]], "molar_mass_g_mol": 122.2, "homo_lumo_gap_ev": 8.34}

Which of them is the most stable? Correct choice: (i).

(i)
{"formula": "C11H15N", "method": "the ωB97M-V functional and the def2-TZVPD basis", "symbols": ["C", "C", "C", "N", "C", "C", "C", "C", "C", "C", "H", "H", "H", "H", "H", "H", "H", "H", "H", "C", "C", "H", "H", "H", "H", "H", "H"], "positions_angstrom": [[-1.793, 0.817, -2.192], [-0.536, 1.152, -1.507], [-0.240, 2.224, -0.671], [0.960, 2.158, -0.104], [1.404, 0.845, -0.340], [2.448, 0.114, 0.243], [2.789, -1.182, -0.221], [2.011, -1.768, -1.234], [0.862, -1.044, -1.813], [0.538, 0.199, -1.334], [-2.224, -0.019, -1.639], [-1.708, 0.586, -3.226], [-2.409, 1.718, -2.333], [-0.885, 3.030, -0.576], [1.524, 2.927, 0.413], [2.827, 0.563, 1.157], [3.692, -1.631, 0.247], [2.337, -2.791, -1.559], [0.272, -1.801, -2.311], [-1.202, -0.192, 2.742], [-1.766, -1.388, 1.971], [-1.885, 0.756, 2.824], [-0.945, -0.216, 3.840], [-0.366, 0.050, 2.146], [-1.247, -2.225, 2.371], [-1.633, -1.334, 0.857], [-2.826, -1.547, 2.250]], "smiles": "Cc1c[nH]c2ccccc12.CC", "molar_mass_g_mol": 161.2, "homo_lumo_gap_ev": 8.47}

(ii)
{"formula": "C11H15N", "method": "the ωB97M-V functional and the def2-TZVPD basis", "symbols": ["C", "C", "C", "C", "C", "C", "C", "C", "C", "C", "C", "N", "H", "H", "H", "H", "H", "H", "H", "H", "H", "H", "H", "H", "H", "H", "H"], "positions_angstrom": [[-2.088, -1.830, -1.042], [-2.272, -2.091, 0.354], [-1.427, -0.574, -1.174], [-1.852, -0.980, 0.982], [1.665, -1.218, 0.058], [-0.869, 2.382, 0.433], [1.834, 0.075, 0.023], [-0.696, 1.034, 0.490], [2.718, -2.276, -0.245], [-2.158, 3.049, 0.384], [2.968, 1.104, -0.143], [-1.373, -0.074, 0.130], [-2.198, -2.517, -1.916], [-2.837, -2.870, 0.775], [-1.020, 0.013, -1.961], [-1.854, -0.728, 2.046], [0.629, -1.716, 0.329], [0.002, 2.971, 0.710], [3.005, -2.848, 0.697], [2.280, -2.905, -0.867], [3.520, -1.783, -0.725], [-2.730, 3.030, -0.605], [-2.936, 2.677, 1.089], [-2.053, 4.092, 0.666], [2.812, 1.790, -0.948], [3.121, 1.648, 0.794], [3.810, 0.545, -0.331]], "molar_mass_g_mol": 161.2, "homo_lumo_gap_ev": [8.08, 7.99]}

Which of them is the most stable? Correct choice: (i).

(i)
{"formula": "C11H15N", "method": "the ωB97M-V functional and the def2-TZVPD basis", "symbols": ["C", "C", "C", "N", "C", "C", "C", "C", "C", "C", "H", "H", "H", "H", "H", "H", "H", "H", "H", "C", "C", "H", "H", "H", "H", "H", "H"], "positions_angstrom": [[-2.211, 0.549, -2.042], [-0.906, 0.943, -1.540], [0.223, 1.301, -2.208], [1.223, 1.656, -1.307], [0.721, 1.500, -0.029], [1.315, 1.487, 1.252], [0.553, 1.187, 2.365], [-0.739, 0.643, 2.229], [-1.342, 0.558, 0.996], [-0.585, 0.985, -0.113], [-2.231, -0.559, -2.252], [-2.583, 1.050, -2.947], [-3.162, 0.550, -1.504], [0.386, 1.499, -3.240], [2.098, 2.125, -1.427], [2.341, 1.821, 1.354], [0.989, 1.156, 3.398], [-1.267, 0.183, 3.075], [-2.363, 0.201, 0.833], [1.672, -2.199, 0.143], [0.272, -2.544, 0.573], [2.360, -3.045, 0.296], [1.708, -1.668, -0.805], [2.165, -1.604, 0.926], [-0.374, -1.684, 0.758], [0.141, -3.174, 1.448], [-0.402, -2.919, -0.232]], "smiles": "Cc1c[nH]c2ccccc12.CC", "molar_mass_g_mol": 161.2, "homo_lumo_gap_ev": 8.80}

(ii)
{"formula": "C11H15N", "method": "the ωB97M-V functional and the def2-TZVPD basis", "symbols": ["C", "C", "C", "N", "C", "C", "C", "C", "C", "C", "H", "H", "H", "H", "H", "H", "H", "H", "H", "C", "C", "H", "H", "H", "H", "H", "H"], "positions_angstrom": [[1.326, -1.534, 3.728], [1.799, -0.717, 2.592], [2.899, 0.047, 2.352], [2.921, 0.543, 1.046], [1.800, 0.008, 0.393], [1.372, 0.152, -0.917], [0.207, -0.480, -1.278], [-0.561, -1.212, -0.335], [-0.148, -1.340, 0.962], [1.072, -0.723, 1.341], [2.019, -1.674, 4.569], [1.029, -2.526, 3.419], [0.518, -1.053, 4.278], [3.544, 0.470, 3.107], [3.788, 0.608, 0.550], [2.024, 0.638, -1.633], [-0.061, -0.577, -2.316], [-1.518, -1.510, -0.747], [-0.727, -1.818, 1.741], [-2.139, 1.639, -2.742], [-3.639, 1.592, -3.081], [-1.783, 0.627, -2.902], [-1.576, 2.468, -3.152], [-2.035, 1.825, -1.665], [-3.864, 1.211, -4.072], [-4.127, 0.828, -2.462], [-4.139, 2.511, -2.775]], "smiles": "Cc1c[nH]c2ccccc12.CC", "molar_mass_g_mol": 161.2, "homo_lumo_gap_ev": 8.94}

(iii)
{"formula": "C11H15N", "method": "the ωB97M-V functional and the def2-TZVPD basis", "symbols": ["C", "C", "C", "N", "C", "C", "C", "C", "C", "C", "H", "H", "H", "H", "H", "H", "H", "H", "H", "C", "C", "H", "H", "H", "H", "H", "H"], "positions_angstrom": [[-0.705, -2.264, -2.119], [-0.144, -1.853, -0.769], [1.005, -2.339, -0.385], [1.203, -1.996, 0.996], [0.262, -1.052, 1.360], [-0.001, -0.304, 2.561], [-0.704, 0.847, 2.431], [-1.377, 1.170, 1.232], [-1.375, 0.211, 0.233], [-0.614, -0.911, 0.248], [-1.578, -1.690, -2.361], [-0.926, -3.285, -1.991], [-0.045, -2.219, -3.005], [1.632, -3.058, -0.865], [2.124, -2.268, 1.472], [0.667, -0.571, 3.447], [-0.758, 1.586, 3.156], [-2.010, 2.026, 1.205], [-1.985, 0.259, -0.625], [0.794, 3.407, -1.243], [1.008, 3.509, -2.779], [-0.211, 3.626, -0.932], [1.071, 2.424, -0.839], [1.418, 4.168, -0.791], [2.016, 3.945, -2.991], [0.198, 4.051, -3.202], [1.070, 2.452, -3.269]], "smiles": "Cc1c[nH]c2ccccc12.CC", "molar_mass_g_mol": 161.2, "homo_lumo_gap_ev": 8.84}

Which of them is the most stable? Correct choice: (ii).

(i)
{"formula": "C3H2N2O3", "method": "the ωB97M-V functional and the def2-TZVPD basis", "symbols": ["C", "C", "C", "N", "N", "O", "O", "O", "H", "H"], "positions_angstrom": [[0.601, 1.689, -0.131], [-2.651, -0.204, 0.189], [0.035, -1.660, 0.112], [0.266, 0.589, -0.151], [-0.332, -0.478, -0.299], [-2.844, -1.009, -0.650], [1.127, -1.786, 0.596], [-2.627, 0.586, 0.998], [0.928, 2.722, -0.215], [-0.687, -2.500, -0.335]], "molar_mass_g_mol": 114.1, "homo_lumo_gap_ev": 10.01}

(ii)
{"formula": "C3H2N2O3", "method": "the ωB97M-V functional and the def2-TZVPD basis", "symbols": ["C", "C", "C", "H", "H", "N", "N", "O", "O", "O"], "positions_angstrom": [[0.433, -0.153, 0.082], [-1.250, 0.203, 1.026], [-0.122, 1.023, -0.513], [0.276, -2.130, 0.560], [-2.306, 0.152, 1.609], [1.321, -0.987, -0.565], [-0.307, -0.691, 0.972], [1.185, -2.198, 0.172], [-1.264, 1.284, 0.141], [0.150, 1.825, -1.387]], "molar_mass_g_mol": 114.1, "homo_lumo_gap_ev": 8.31}

Which of them is the most stable? Correct choice: (i).